Here is a molecular structure, C29H21F12KN6O9S3 at a distorted geometry from the OMol25 dataset. Energies are from ωB97M-V/def2-TZVPD.

For the HOMO energy, the calculation gives -3.15 eV. Its maximum force is 3.31 eV/Å. Its total charge is -2. The value obtained for the energy is -5116.5286 hartree.

CARTESIAN COORDINATES (ANGSTROEM)
K -1.072 -1.201 -0.473
O 2.229 -1.686 -3.514
C 1.391 -2.563 -2.946
O 0.270 -2.729 -3.339
C 1.988 -3.296 -1.777
C 3.124 -4.057 -1.995
C 3.648 -4.761 -0.919
C 3.034 -4.643 0.309
C 1.891 -3.851 0.436
N 1.362 -3.187 -0.596
C 1.241 -3.714 1.818
O 2.056 -3.852 2.771
O 0.014 -3.530 1.827
H 1.680 -1.173 -4.139
H 3.567 -4.102 -2.984
H 4.531 -5.378 -1.046
H 3.414 -5.125 1.199
C -2.304 3.858 -0.408
C -1.443 4.777 -0.981
C -0.155 4.384 -1.318
C 0.233 3.078 -1.049
N -0.582 2.205 -0.453
C -1.833 2.572 -0.157
C 1.570 2.536 -1.476
C 2.245 3.059 -2.572
C 3.412 2.445 -2.998
C 3.875 1.331 -2.321
C 3.153 0.895 -1.219
N 2.036 1.483 -0.801
H -3.323 4.121 -0.155
H -1.768 5.794 -1.173
H 0.532 5.084 -1.778
H -2.457 1.789 0.284
H 1.839 3.903 -3.116
H 3.942 2.822 -3.863
H 4.765 0.804 -2.641
H 3.474 0.028 -0.647
F -4.939 -2.702 -2.156
C -4.320 -1.789 -2.896
F -4.957 -1.688 -4.072
F -4.367 -0.616 -2.280
S -2.588 -2.339 -3.167
O -2.102 -2.611 -1.839
O -2.707 -3.422 -4.096
N -2.081 -0.993 -3.850
S -0.761 -0.192 -3.653
O -0.229 -0.108 -2.306
O 0.212 -0.244 -4.733
C -1.468 1.467 -3.984
F -2.409 1.792 -3.105
F -0.486 2.374 -3.919
F -1.996 1.515 -5.213
N 2.144 3.416 5.609
C 2.792 2.246 5.499
S 4.014 1.847 6.546
C 2.315 1.385 4.378
C 2.455 0.005 4.416
C 1.952 -0.757 3.365
N 1.352 -0.210 2.301
C 1.229 1.117 2.259
C 1.689 1.947 3.267
H 2.368 3.996 6.397
H 1.274 3.562 5.124
H 2.928 -0.467 5.267
H 2.028 -1.843 3.376
H 0.741 1.518 1.379
H 1.589 3.020 3.154
C -2.064 -1.145 2.828
C -3.183 -0.577 1.916
O -2.803 -0.238 0.679
C -3.753 0.684 2.654
F -4.774 1.269 1.996
F -2.780 1.623 2.741
F -4.185 0.490 3.924
C -4.321 -1.638 1.850
F -5.354 -1.252 1.075
F -3.845 -2.777 1.321
F -4.857 -1.969 3.054
H -1.256 -0.414 2.841
H -1.666 -2.071 2.414
H -2.409 -1.329 3.846